Entry 1:
ORCA calculation (ωB97M-V/def2-TZVPD) on a gas-phase ion, C5H11N4S (charge +1) in a non-equilibrium geometry.

Structure (XYZ):
```
21
Properties=species:S:1:pos:R:3
C 1.28 2.45 -1.87
N 0.75 1.90 -0.65
C 0.10 0.72 -0.62
C -0.85 0.29 0.29
N -0.96 0.01 1.53
C 0.09 -0.29 2.48
S 0.60 -0.20 -2.01
C -0.20 -1.70 -1.87
N -0.88 -1.87 -0.81
N -1.75 -2.92 -0.63
H 1.28 3.62 -1.76
H 2.26 2.30 -2.03
H 0.62 2.27 -2.74
H 0.74 2.55 0.09
H -1.90 -0.21 1.96
H 0.97 0.21 2.20
H -0.19 0.21 3.31
H 0.31 -1.43 2.53
H -0.23 -2.44 -2.62
H -2.02 -3.52 -1.38
H -1.42 -3.50 0.13
```

Orbital gap = 0.3303 hartree
Lowest unoccupied orbital energy = -3.453 eV
Spin multiplicity = 1
Highest occupied orbital energy = -0.45721 Eh
Structure (SMILES) = CNC(=C=[NH+]C)S/C=N/N
Charge = +1

Mulliken population analysis, charges in e, atoms 1 to 6:
1. C -1.11
2. N -0.16
3. C 0.44
4. C 0.09
5. N -0.15
6. C -0.90



Entry 2:
ORCA calculation (ωB97M-V/def2-TZVPD) on a molecular structure, C2HBrFOS2 in a non-equilibrium geometry.

Structure (XYZ):
```
8
Properties=species:S:1:pos:R:3
C 0.23 1.12 0.86
C -0.29 0.22 0.10
O 0.75 1.86 1.64
F 0.85 1.54 -1.94
S -1.94 -0.66 0.31
S 1.01 -0.06 -1.04
Br 1.46 -2.05 0.08
H -2.06 -1.96 0.00
```

Orbital gap = 0.2717 hartree
Lowest unoccupied orbital energy = 2.955 eV
Spin multiplicity = 1
Highest occupied orbital energy = -0.16308 Eh
Charge = -1

Mulliken population analysis, charges in e, atoms 1 to 6:
1. C 0.75
2. C -0.15
3. O -0.49
4. F -0.54
5. S -0.28
6. S 0.11